Molecular formula: C55H62F30N12O20S10
Method: DFT, wB97M-V/def2-TZVPD

Computed properties:
Calculated total energy ... -306706.1745 eV
LUMO level (alpha / beta) ... -0.2648 / -0.4021 Ha
Spin multiplicity ... 2
Total charge ... +3
HOMO energy (alpha / beta) ... -13.0 / -13.0 eV

XYZ file:
```
189
Properties=species:S:1:pos:R:3:forces:R:3
C 1.568 -6.639 2.082 -0.94 1.10 0.70
C 2.007 -5.406 3.022 -0.64 -0.35 -0.91
C 1.274 -5.459 4.379 1.91 -2.42 1.31
N 1.799 -4.602 5.548 1.02 2.48 -2.24
C 1.096 -4.898 6.851 0.11 1.02 0.02
C 1.370 -3.858 7.995 0.10 0.27 -0.30
C 1.242 -2.358 7.598 -0.18 -0.45 -1.00
C 1.804 -2.023 6.194 -1.23 -0.89 0.04
C 1.463 -3.101 5.102 0.73 0.53 1.23
C 3.321 -4.766 5.733 -0.11 0.03 0.44
H 0.496 -6.701 1.898 -0.38 0.50 0.53
H 1.763 -7.616 2.524 0.69 0.16 -0.07
H 1.879 -6.554 1.041 0.89 0.02 0.30
H 1.837 -4.430 2.566 -0.40 -0.13 -0.44
H 3.095 -5.431 3.070 -0.01 -0.28 0.62
H 1.556 -6.407 4.838 -0.14 -0.73 -0.42
H 0.190 -5.566 4.336 -0.04 1.05 -0.03
H 0.037 -4.847 6.599 -0.05 -0.13 0.07
H 1.362 -5.922 7.112 -0.04 0.09 0.16
H 0.591 -4.065 8.729 0.08 -0.10 0.09
H 2.310 -3.967 8.536 0.14 -0.58 -0.33
H 0.179 -2.122 7.649 0.04 0.32 -0.04
H 1.808 -1.695 8.253 -0.39 -0.33 0.53
H 1.356 -1.099 5.829 -0.18 0.02 -0.06
H 2.846 -1.735 6.337 0.32 -0.68 -0.64
H 0.423 -3.155 4.781 -0.33 0.09 0.82
H 1.915 -2.732 4.181 0.80 -0.99 -0.06
H 3.947 -4.624 4.852 -0.71 0.75 -0.23
H 3.673 -5.747 6.054 -1.04 -0.47 0.16
H 3.607 -4.111 6.556 -0.02 0.25 -0.36
C -10.860 6.404 1.054 -1.07 1.75 1.31
N -9.574 5.714 1.369 -0.90 -1.43 -0.47
C -9.298 4.654 0.562 3.00 0.40 1.59
C -8.157 3.854 0.877 -0.09 0.22 0.13
C -7.386 4.014 2.052 -2.76 0.92 -0.52
C -7.894 5.022 2.938 1.07 -0.94 -0.58
C -8.903 5.890 2.590 -1.49 -1.60 -1.30
C -6.386 3.001 2.473 1.35 -1.48 1.72
C -5.254 2.710 1.659 -2.27 -0.51 0.00
C -4.413 1.651 1.921 0.45 1.14 0.01
N -4.440 0.971 3.080 -0.84 1.22 -0.79
C -5.424 1.264 3.969 -1.33 1.03 -0.57
C -6.487 2.255 3.725 3.29 -0.87 -1.74
C -3.422 -0.117 3.187 -0.99 -0.01 0.07
H -11.393 6.243 0.118 1.13 -0.68 -0.31
H -10.828 7.487 1.175 1.03 0.11 -0.37
H -11.643 6.247 1.795 0.33 -1.00 0.44
H -9.842 4.450 -0.349 -0.28 0.37 0.15
H -7.931 3.044 0.200 -0.03 -0.16 -0.03
H -7.452 4.965 3.922 -0.24 0.80 0.25
H -9.509 6.407 3.319 0.55 0.75 -0.03
H -5.265 3.172 0.682 0.57 0.31 -0.07
H -3.604 1.412 1.247 -0.31 -0.08 0.01
H -5.347 0.633 4.843 -0.48 0.25 0.31
H -7.231 2.420 4.491 -0.08 -0.10 -0.12
H -2.909 -0.042 4.145 -0.06 -0.17 -0.17
H -2.756 -0.012 2.331 0.07 0.02 0.39
H -3.999 -1.028 3.026 0.34 -0.27 0.35
C 4.416 -4.776 -0.515 0.81 0.34 -0.95
N 5.239 -3.688 -1.130 1.45 0.80 0.95
C 6.599 -3.557 -0.854 -2.74 1.75 -0.19
C 7.157 -2.281 -1.117 0.39 -1.49 0.40
C 6.480 -1.297 -1.831 0.43 0.11 0.14
C 5.177 -1.593 -2.196 0.55 2.21 -1.40
C 4.583 -2.695 -1.754 -1.00 -2.46 0.60
C 7.161 0.039 -2.106 -0.77 -0.85 -0.15
C 7.272 0.968 -1.099 0.98 -0.16 0.14
C 7.998 2.150 -1.319 1.22 -1.35 0.15
N 8.605 2.380 -2.489 -0.31 -1.06 -0.03
C 8.459 1.447 -3.522 0.32 2.42 1.40
C 7.744 0.297 -3.329 0.28 0.44 -1.18
C 9.579 3.552 -2.593 -0.52 -1.41 -1.16
H 4.855 -5.017 0.454 -0.29 -0.06 -0.11
H 4.478 -5.599 -1.227 -0.27 -0.27 0.37
H 3.408 -4.366 -0.452 0.07 -0.32 0.29
H 6.952 -4.382 -0.253 0.73 0.26 -0.19
H 8.139 -2.059 -0.725 0.19 -0.24 -0.10
H 4.561 -0.973 -2.831 0.30 0.57 0.18
H 3.521 -2.845 -1.878 -0.11 0.01 -0.07
H 7.103 0.534 -0.124 -0.54 0.98 0.47
H 8.485 2.694 -0.523 -0.93 0.45 0.37
H 8.956 1.770 -4.425 -0.12 -0.38 -0.21
H 7.689 -0.353 -4.189 -0.17 -0.25 0.14
H 9.220 4.037 -3.501 0.35 0.60 0.27
H 10.561 3.101 -2.740 -0.03 0.10 -0.19
H 9.645 4.180 -1.705 -0.70 -0.19 -0.14
C -2.996 2.471 -1.445 -0.06 0.24 -0.35
N -2.568 1.564 -2.565 1.74 0.31 1.02
C -1.328 0.991 -2.428 -1.80 0.08 -1.43
C -0.870 0.194 -3.463 0.85 -0.84 -0.01
C -1.530 0.026 -4.672 -2.95 1.97 -0.10
C -2.752 0.814 -4.801 0.58 -1.23 0.51
C -3.257 1.537 -3.726 1.16 -0.18 0.77
C -1.203 -0.966 -5.756 1.41 -0.90 3.08
C -0.841 -2.272 -5.261 -0.60 0.67 -2.35
C -0.617 -3.264 -6.214 0.37 1.20 1.78
N -0.633 -3.010 -7.535 -0.46 0.57 0.45
C -0.986 -1.776 -7.996 0.65 0.21 1.31
C -1.153 -0.691 -7.095 -0.93 -1.50 -1.62
C -0.363 -4.147 -8.443 -0.49 0.23 -0.10
H -2.680 3.470 -1.744 0.21 0.05 0.34
H -2.540 2.133 -0.514 0.20 0.11 -0.35
H -4.072 2.532 -1.281 -0.04 -0.52 -0.52
H -0.728 1.179 -1.550 -0.32 -0.10 0.21
H 0.031 -0.364 -3.254 0.29 0.11 -0.06
H -3.418 0.669 -5.639 0.19 0.26 -0.31
H -4.112 2.189 -3.630 -0.52 -0.42 -0.83
H -0.790 -2.519 -4.211 -0.13 0.12 0.03
H -0.369 -4.238 -5.817 0.07 -0.27 -0.68
H -1.112 -1.671 -9.064 0.23 0.02 -0.06
H -1.434 0.273 -7.493 0.17 0.08 -0.03
H -1.321 -4.307 -8.938 0.40 -0.32 -0.49
H -0.105 -5.026 -7.852 -0.08 0.21 -0.04
H 0.470 -3.899 -9.101 -0.31 0.00 -0.12
C 5.119 5.996 -5.095 -0.85 2.51 0.77
F 5.768 6.433 -6.187 -1.19 -0.98 0.55
F 5.718 6.679 -4.070 -0.88 -1.47 -0.68
F 3.772 6.409 -5.088 2.74 -1.26 -0.42
S 5.345 4.100 -4.952 3.95 0.01 0.28
O 5.379 3.583 -6.335 -0.95 1.13 2.85
O 6.660 3.971 -4.226 -2.65 0.53 -1.36
N 4.158 3.606 -3.856 2.06 4.45 -1.07
S 3.916 2.204 -4.261 -3.05 -6.26 -2.78
O 3.076 2.009 -5.470 1.10 0.03 2.31
O 5.089 1.313 -4.210 -1.05 0.41 0.59
C 2.776 1.596 -2.826 -0.56 1.92 0.22
F 1.453 1.899 -2.948 0.43 0.14 -0.87
F 2.829 0.290 -2.770 0.27 -1.53 -0.08
F 3.092 2.099 -1.641 0.86 -0.01 0.01
C -2.828 5.541 1.278 -0.13 0.93 -0.91
F -2.477 4.257 0.991 -0.74 0.31 0.14
F -3.596 5.632 2.339 -1.43 -1.08 0.65
F -1.729 6.149 1.661 0.94 0.50 -0.86
S -3.722 6.458 -0.212 1.12 2.60 0.61
O -4.366 7.678 0.322 0.63 -2.85 -0.09
O -2.625 6.815 -1.106 -1.00 -1.86 0.67
N -4.815 5.256 -0.640 2.10 0.92 0.10
S -5.806 6.034 -1.619 0.48 1.92 -2.11
O -6.828 6.646 -0.817 -1.14 -0.50 -0.47
O -5.129 6.893 -2.620 -1.53 -2.13 1.65
C -6.609 4.563 -2.600 0.23 2.22 0.37
F -6.720 3.530 -1.754 1.01 -0.76 -0.96
F -7.861 4.884 -2.889 -0.15 0.25 -0.44
F -5.939 4.396 -3.782 -0.64 -0.96 1.85
C -0.668 -3.032 0.631 0.54 0.29 -0.34
F -1.260 -2.636 1.824 1.30 -1.56 -2.31
F 0.029 -4.282 0.684 -1.85 2.92 0.48
F -1.598 -3.134 -0.353 1.63 0.13 1.96
S 0.755 -1.641 0.146 0.55 -1.19 -2.61
O 1.987 -1.986 0.866 -2.20 0.39 -0.03
O 0.978 -1.834 -1.323 -1.52 0.71 2.51
N -0.042 -0.140 0.505 -4.38 -7.83 -6.46
S 0.826 0.548 1.398 7.48 5.77 6.65
O 0.968 -0.061 2.714 -0.68 0.58 -0.12
O 2.098 0.933 0.791 -1.01 0.11 0.49
C -0.101 2.198 1.588 0.47 -1.92 -0.14
F -0.079 2.781 0.399 -0.48 0.36 0.09
F -1.401 1.936 1.962 1.04 0.71 -0.13
F 0.535 2.934 2.475 -0.65 0.05 -0.01
C -4.080 -2.298 -1.955 -1.90 -0.35 0.18
F -2.861 -1.848 -2.209 -0.08 0.60 -0.61
F -4.923 -2.177 -3.026 1.53 0.08 0.90
F -3.967 -3.575 -1.639 -0.09 -0.44 -0.39
S -4.847 -1.463 -0.444 -0.71 -0.77 2.27
O -4.388 -2.275 0.700 -0.83 1.02 -1.95
O -4.315 -0.091 -0.443 -0.53 -1.44 -0.17
N -6.557 -1.701 -0.636 4.38 0.23 -0.07
S -7.089 -0.292 -1.100 -2.06 1.25 -1.36
O -7.563 0.425 0.059 -0.57 0.33 -0.23
O -6.296 0.476 -2.033 -0.03 -0.20 -0.22
C -8.588 -0.807 -2.285 -0.18 1.50 0.86
F -9.542 -1.439 -1.629 0.24 -0.63 0.11
F -9.218 0.344 -2.751 1.57 -1.38 0.16
F -8.117 -1.556 -3.286 -0.42 0.71 0.50
C 7.695 -4.688 4.244 -0.80 -0.03 -0.89
F 8.739 -4.072 4.769 -0.31 -1.29 -0.77
F 7.913 -5.900 3.550 0.06 3.26 1.93
F 6.758 -4.855 5.159 0.33 -0.75 0.50
S 6.786 -3.556 2.992 2.48 -3.23 -2.10
O 7.781 -3.364 1.923 -1.95 0.89 2.12
O 5.644 -4.405 2.678 0.40 1.57 0.34
N 6.258 -2.115 3.866 2.12 -3.04 -0.11
S 5.194 -1.524 2.941 -5.20 5.39 -1.00
O 5.665 -1.143 1.627 0.28 -0.90 0.61
O 3.852 -2.092 2.987 1.30 -1.09 0.06
C 4.799 0.154 3.825 -1.13 0.53 -0.84
F 3.764 0.758 3.176 1.56 -1.31 0.66
F 4.523 0.101 5.109 -0.58 -1.09 0.32
F 5.874 0.862 3.728 1.54 1.12 -0.74
```
Forces are in eV/Å.

Molecular formula: C2H5N3O2S
Method: DFT, wB97M-V/def2-TZVPD

Computed properties:
Calculated total energy ... -21551.0888 eV
LUMO level ... 0.0155 Ha
ΔE to the lowest compared entry with this formula, charge and spin ... 465.5 kJ/mol
SMILES string ... [H]/N=C(\NS)ONC=O
HOMO energy ... -8.8 eV

XYZ file:
```
13
Properties=species:S:1:pos:R:3:forces:R:3
H -0.275 0.790 -2.851 -2.27 -0.67 2.16
N -1.029 0.688 -2.032 3.19 -1.94 1.55
C -0.495 -0.143 -1.114 -0.12 3.18 -2.04
N 0.581 -0.974 -1.297 -0.14 -1.13 -2.88
S 1.348 -1.864 -0.003 0.08 1.37 0.65
O -0.807 -0.190 0.260 0.28 -1.74 -1.40
N -1.308 0.822 0.940 -4.08 5.60 1.52
C -0.587 1.859 1.587 3.54 -0.47 -2.35
O 0.672 1.818 1.714 -4.58 0.41 0.18
H 0.690 -1.332 -2.373 -0.06 1.14 3.97
H 1.504 -0.772 0.937 -0.13 -1.38 -1.62
H -2.330 1.250 0.763 2.82 -2.22 -0.29
H -1.295 2.825 1.677 1.46 -2.15 0.54
```
Forces are in eV/Å.